# 1
# C29H29CdN10O2S2

A molecular structure, C29H29CdN10O2S2 at a distorted geometry (ωB97M-V with the def2-TZVPD basis set, OMol25).

```
73
Properties=species:S:1:pos:R:3
Cd -0.07 -0.54 -0.62
C 1.95 3.58 -5.06
C 2.58 2.59 -4.09
N 1.85 1.35 -4.03
C 0.79 1.14 -3.19
S -0.17 -0.22 -3.48
N 0.57 2.06 -2.27
N -0.31 1.75 -1.32
C -0.79 2.70 -0.58
C -0.39 4.15 -0.77
C -1.79 2.36 0.39
C -2.31 3.32 1.29
C -3.35 2.97 2.12
C -3.85 1.67 2.06
C -3.24 0.78 1.19
N -2.25 1.09 0.39
H 2.56 4.48 -5.14
H 0.96 3.85 -4.71
H 1.85 3.14 -6.05
H 2.59 3.01 -3.08
H 3.61 2.37 -4.39
H 1.85 0.76 -4.85
H 0.19 4.23 -1.68
H 0.23 4.47 0.07
H -1.26 4.80 -0.84
H -1.90 4.31 1.32
H -3.77 3.69 2.80
H -4.69 1.37 2.68
H -3.60 -0.24 1.12
O 4.26 -0.99 -0.21
C 3.04 -1.21 -0.31
N 2.07 -0.31 -0.26
C 2.53 1.03 0.04
C 1.93 1.58 1.30
C 2.62 2.50 2.09
C 2.03 2.99 3.24
C 0.76 2.55 3.57
C 0.15 1.63 2.73
N 0.72 1.16 1.64
C 2.58 -2.63 -0.51
C 3.18 -3.40 -1.51
C 2.75 -4.70 -1.70
C 1.77 -5.20 -0.86
C 1.28 -4.37 0.13
N 1.67 -3.12 0.31
H 3.63 1.03 0.12
H 2.25 1.72 -0.77
H 3.61 2.82 1.80
H 2.55 3.70 3.87
H 0.26 2.91 4.46
H -0.85 1.26 2.94
H 3.95 -2.97 -2.13
H 3.17 -5.32 -2.49
H 1.38 -6.21 -0.99
H 0.51 -4.73 0.81
N -0.99 -2.71 3.26
C -0.29 -1.86 2.46
N -0.87 -1.66 1.32
C -2.00 -2.43 1.32
C -2.95 -2.61 0.31
C -4.02 -3.45 0.62
C -4.12 -4.10 1.85
C -3.17 -3.95 2.84
C -2.10 -3.11 2.55
H -0.74 -3.02 4.19
H 0.64 -1.43 2.77
H -3.56 -1.91 -1.49
H -4.77 -3.64 -0.14
H -4.95 -4.77 2.02
H -3.24 -4.46 3.79
O -0.22 -2.49 -1.59
S -1.60 -3.12 -1.74
N -2.72 -2.01 -0.93
```

Calculated values
- Charge: -1

Löwdin population analysis, charges in e, atoms 1 to 6: 1.358 -0.096 -0.273 -0.046 -0.927 0.535

***

# 2
# C14H15CdF6N4O10S2

A molecular structure, C14H15CdF6N4O10S2 (ωB97M-V with the def2-TZVPD basis set, OMol25).

```
52
Properties=species:S:1:pos:R:3
Cd 0.52 -0.57 -0.16
O -1.79 -1.35 0.24
C -1.82 -1.72 1.61
C -1.21 -0.65 2.51
N 0.18 -0.32 2.17
C 1.14 -1.27 2.72
C 1.25 -2.59 1.92
O 1.39 -3.62 2.57
O 1.19 -2.51 0.64
C 0.46 1.09 2.39
C -0.22 1.98 1.32
O -0.82 2.98 1.69
O -0.11 1.58 0.10
H -2.31 -0.51 0.16
H -1.29 -2.68 1.70
H -2.86 -1.88 1.93
H -1.27 -0.98 3.56
H -1.80 0.26 2.41
H 0.93 -1.51 3.76
H 2.13 -0.81 2.66
H 1.54 1.24 2.30
H 0.14 1.43 3.38
F 1.28 -1.86 -4.53
C 2.04 -1.02 -3.84
F 3.00 -0.55 -4.64
F 2.60 -1.67 -2.83
S 1.01 0.37 -3.21
O 0.02 -0.32 -2.38
O 0.47 1.03 -4.36
N 1.97 1.32 -2.45
S 3.10 1.10 -1.38
O 4.36 0.77 -1.97
O 2.71 0.33 -0.21
C 3.25 2.85 -0.77
F 3.77 2.81 0.46
F 2.10 3.48 -0.73
F 4.09 3.52 -1.56
N -1.24 3.70 -2.69
C -2.44 4.07 -2.20
O -3.01 5.09 -2.56
C -3.05 3.17 -1.17
C -4.09 3.67 -0.39
C -4.63 2.86 0.59
C -4.13 1.57 0.74
N -3.16 1.08 -0.02
C -2.63 1.87 -0.95
H -0.80 4.30 -3.36
H -0.70 2.95 -2.30
H -4.42 4.68 -0.55
H -5.42 3.21 1.24
H -4.52 0.92 1.51
H -1.83 1.42 -1.53
```

Calculated values
- Charge: -1

Löwdin population analysis, charges in e, atoms 1 to 6: 1.454 -0.147 -0.230 -0.157 -0.243 -0.116

***

# 3
# C31H50INO15

7 unconnected molecules or ions with the total composition C31H50INO15 at a distorted geometry (ωB97M-V with the def2-TZVPD basis set, OMol25).

```
98
Properties=species:S:1:pos:R:3
C -1.83 -3.60 2.43
C -1.43 -2.06 2.69
C -0.52 -1.43 1.55
I -1.49 -1.97 -0.37
O 0.81 -1.98 1.46
C 1.44 -2.02 2.72
O 1.69 -0.97 3.32
N 1.70 -3.36 3.24
C 2.08 -3.32 4.67
C 0.81 -3.28 5.67
C 0.49 -1.83 6.22
O -0.67 -1.97 7.11
H -2.80 -3.70 1.85
H -2.01 -4.05 3.47
H -0.99 -4.20 1.97
H -1.04 -1.90 3.75
H -2.42 -1.49 2.66
H -0.57 -0.30 1.58
H 0.78 -3.83 3.13
H 2.60 -4.32 4.90
H 2.83 -2.52 4.94
H 1.13 -3.90 6.58
H -0.11 -3.80 5.25
H 1.32 -1.41 6.87
H 0.20 -1.09 5.40
H -0.60 -1.31 7.82
O 3.05 3.75 -0.43
C 3.30 3.06 0.52
C 4.60 3.07 1.30
C 4.51 1.77 2.08
C 3.02 1.60 2.25
O 2.43 2.18 1.07
H 4.61 3.94 1.95
H 5.45 3.08 0.63
H 5.05 1.79 3.02
H 4.91 0.95 1.48
H 2.63 2.13 3.13
H 2.73 0.55 2.32
O -1.32 -1.37 -4.16
C -0.74 -0.33 -3.95
C 0.71 -0.06 -4.25
C 0.98 1.19 -3.44
C -0.37 1.85 -3.41
O -1.32 0.77 -3.42
H 0.82 0.12 -5.33
H 1.34 -0.89 -3.94
H 1.76 1.82 -3.86
H 1.28 0.91 -2.42
H -0.55 2.48 -4.28
H -0.51 2.45 -2.50
O 0.10 2.61 -7.30
C -1.10 2.63 -7.28
C -2.00 2.53 -8.48
C -3.33 2.99 -7.92
C -3.24 2.58 -6.47
O -1.84 2.70 -6.14
H -2.04 1.49 -8.82
H -1.66 3.18 -9.29
H -4.20 2.56 -8.43
H -3.41 4.08 -8.00
H -3.55 1.55 -6.31
H -3.82 3.24 -5.82
O -0.98 -6.48 3.16
C -1.15 -7.15 2.17
C -0.30 -7.10 0.92
C -1.18 -7.81 -0.09
C -1.98 -8.75 0.78
O -2.12 -8.08 2.04
H 0.63 -7.65 1.10
H -0.09 -6.07 0.62
H -0.63 -8.31 -0.88
H -1.85 -7.08 -0.56
H -1.45 -9.70 0.95
H -2.96 -8.97 0.36
O 5.28 5.75 -5.81
C 4.47 5.81 -4.92
C 3.07 5.26 -4.97
C 2.41 5.96 -3.80
C 3.58 6.18 -2.86
O 4.72 6.36 -3.71
H 3.10 4.18 -4.84
H 2.58 5.52 -5.91
H 1.60 5.40 -3.35
H 2.01 6.93 -4.12
H 3.76 5.31 -2.22
H 3.44 7.06 -2.23
O -4.16 1.54 1.84
C -3.94 1.49 3.02
C -4.55 2.40 4.07
C -3.64 2.16 5.26
C -3.18 0.74 5.03
O -3.13 0.57 3.61
H -5.57 2.07 4.26
H -4.53 3.44 3.74
H -4.13 2.31 6.22
H -2.79 2.84 5.21
H -3.88 0.00 5.45
H -2.19 0.56 5.46
```

Calculated values
- Charge: 0

Löwdin population analysis, charges in e, atoms 1 to 6: -0.171 -0.262 -0.642 0.908 -0.121 -0.447

***

# 4
# C41H40NO6S2

3 unconnected molecules or ions with the total composition C41H40NO6S2 at a distorted geometry (ωB97M-V with the def2-TZVPD basis set, OMol25).

```
90
Properties=species:S:1:pos:R:3
C 2.53 -3.42 -0.37
C 2.23 -1.95 -1.01
C 0.70 -1.38 -0.75
C 0.41 -0.98 0.82
N -0.97 -0.38 0.98
C -1.98 -1.35 1.55
C -3.00 -1.99 0.42
C -2.43 -3.33 -0.33
C -2.60 -3.05 -1.97
C -1.81 -4.15 -2.90
O -2.52 -4.92 -3.75
O -0.33 -4.33 -2.89
C -0.91 0.93 1.74
S -0.39 1.11 3.37
S -1.40 2.50 0.77
C -2.27 1.96 -0.81
C -1.73 2.77 -2.17
C -3.06 2.83 -3.17
H 1.65 -3.69 0.37
H 3.54 -3.38 0.24
H 2.63 -4.27 -1.17
H 2.35 -2.05 -2.18
H 2.99 -1.12 -0.66
H 0.53 -0.39 -1.39
H -0.03 -2.18 -1.19
H 0.61 -1.89 1.53
H 1.20 -0.13 1.09
H -2.67 -0.72 2.29
H -1.47 -2.18 2.24
H -3.99 -2.31 0.98
H -3.32 -1.21 -0.40
H -3.16 -4.24 -0.10
H -1.31 -3.59 -0.10
H -2.14 -1.99 -2.15
H -3.73 -3.04 -2.31
H -2.14 0.81 -1.07
H -3.44 2.13 -0.67
H -1.42 3.87 -1.91
H -0.86 2.11 -2.60
H -2.81 3.31 -4.22
H -3.86 3.46 -2.58
H -3.41 1.70 -3.28
C 1.34 -4.46 -5.59
C 1.11 -4.49 -6.96
C 2.08 -4.01 -7.84
C 3.29 -3.50 -7.34
C 3.50 -3.45 -5.97
C 2.53 -3.95 -5.09
C 4.75 -2.87 -5.43
O 4.94 -2.83 -4.22
C 5.75 -2.33 -6.36
C 6.91 -1.72 -5.86
C 7.87 -1.21 -6.74
C 7.68 -1.32 -8.12
C 6.52 -1.92 -8.62
C 5.55 -2.42 -7.74
C 4.32 -3.02 -8.28
O 4.15 -3.11 -9.49
H 0.58 -4.84 -4.90
H 0.17 -4.88 -7.35
H 1.90 -4.04 -8.91
H 2.70 -3.93 -4.01
H 7.07 -1.63 -4.79
H 8.77 -0.73 -6.35
H 8.43 -0.93 -8.81
H 6.38 -2.00 -9.70
C -5.58 6.09 9.96
C -6.19 5.78 8.75
C -5.46 5.15 7.74
C -4.11 4.84 7.94
C -3.49 5.17 9.14
C -4.23 5.79 10.16
C -2.05 4.90 9.35
O -1.51 5.18 10.41
C -1.28 4.28 8.26
C 0.10 4.06 8.42
C 0.84 3.46 7.40
C 0.20 3.07 6.22
C -1.16 3.29 6.05
C -1.90 3.90 7.07
C -3.34 4.16 6.87
O -3.90 3.82 5.84
H -6.15 6.57 10.75
H -7.23 6.03 8.58
H -5.94 4.91 6.79
H -3.76 6.04 11.11
H 0.60 4.36 9.34
H 1.91 3.30 7.52
H 0.78 2.60 5.42
H -1.65 2.98 5.13
```

Calculated values
- Charge: -1

Löwdin population analysis, charges in e, atoms 1 to 6: -0.134 -0.247 -0.183 -0.202 -0.240 -0.200

***

# 5
# C13H28BNO9S2

3 unconnected molecules or ions with the total composition C13H28BNO9S2 (ωB97M-V with the def2-TZVPD basis set, OMol25).

```
54
Properties=species:S:1:pos:R:3
C -2.22 -1.59 3.29
C -3.03 -1.98 2.04
B -2.41 -1.72 0.64
C -3.09 -2.19 -0.69
C -2.09 -2.59 -1.80
C -2.25 -1.81 -3.11
C -0.97 -1.82 -3.96
N -0.12 -0.66 -3.66
C -0.73 0.63 -3.99
C 1.24 -0.74 -4.03
C 1.65 -1.76 -5.07
O 2.05 -0.01 -3.52
H -2.17 -2.41 4.01
H -1.20 -1.30 3.03
H -2.66 -0.74 3.82
H -3.99 -1.44 2.02
H -3.34 -3.04 2.09
H -1.37 -1.12 0.56
H -3.69 -1.33 -1.04
H -3.81 -2.99 -0.50
H -2.20 -3.66 -2.02
H -1.06 -2.46 -1.45
H -3.07 -2.22 -3.71
H -2.53 -0.78 -2.87
H -0.40 -2.71 -3.69
H -1.20 -1.88 -5.03
H -1.30 0.55 -4.92
H -1.41 0.98 -3.20
H 0.05 1.38 -4.12
H 1.83 -2.73 -4.59
H 0.89 -1.90 -5.84
H 2.58 -1.42 -5.51
O 0.97 3.54 1.82
S 0.60 2.32 1.19
O -0.15 1.36 1.93
O 1.91 1.66 0.59
C 1.75 1.40 -0.83
C 0.80 2.49 -1.27
O -0.14 2.58 -0.18
H 1.32 0.41 -0.97
H 2.72 1.46 -1.31
H 0.25 2.24 -2.17
H 1.30 3.45 -1.39
O 3.22 1.93 7.86
S 3.75 2.15 6.57
O 5.16 2.27 6.39
O 2.99 3.38 5.92
C 2.41 3.02 4.65
C 2.09 1.54 4.82
O 3.22 1.04 5.55
H 3.13 3.19 3.86
H 1.52 3.63 4.48
H 2.02 1.00 3.88
H 1.18 1.39 5.41
```

Calculated values
- Charge: 0

Löwdin population analysis, charges in e, atoms 1 to 6: -0.125 -0.216 -0.139 -0.164 -0.224 -0.183

***

# 6
# C37H68N4O14PS6

6 unconnected molecules or ions with the total composition C37H68N4O14PS6 at a distorted geometry (ωB97M-V with the def2-TZVPD basis set, OMol25).

```
130
Properties=species:S:1:pos:R:3
C -2.26 0.32 5.40
C -1.91 1.42 4.19
O -0.53 1.42 3.75
C -0.26 0.70 2.51
C -1.19 -0.58 2.16
C -2.46 -0.32 1.16
O -3.47 -1.38 1.48
C -0.05 1.80 1.32
C -1.27 2.85 1.05
C -0.85 4.44 1.04
C -1.18 5.32 -0.34
C -0.86 6.93 -0.50
C -0.19 7.78 0.76
C 0.15 6.90 2.13
C -0.18 5.28 2.27
C 0.17 4.56 3.70
N 0.35 1.15 0.01
C 1.52 0.24 0.24
N 2.32 -0.02 -0.89
C 3.53 -0.97 -0.82
O 4.69 -0.41 -0.13
N 5.24 -1.45 0.57
O 5.85 -1.02 1.54
N 1.91 -0.48 1.50
C 1.28 0.06 2.75
P 1.27 -1.38 4.04
S 1.34 -0.77 5.89
H -3.15 0.83 6.01
H -2.67 -0.69 4.99
H -1.36 0.23 6.15
H -2.09 2.48 4.72
H -2.74 1.37 3.36
H -0.54 -1.43 1.63
H -1.64 -1.13 3.12
H -2.23 -0.45 0.01
H -3.02 0.70 1.31
H -3.74 -1.15 2.42
H 0.89 2.47 1.65
H -1.68 2.62 -0.04
H -2.20 2.75 1.76
H -1.67 4.76 -1.25
H -1.17 7.46 -1.52
H 0.02 8.94 0.69
H 0.60 7.51 3.04
H -0.86 4.26 4.24
H 0.66 5.36 4.41
H 0.91 3.66 3.61
H -0.45 0.70 -0.48
H 2.12 0.43 -1.83
H 3.24 -2.00 -0.28
H 3.82 -1.30 -1.93
H 1.63 -1.50 1.40
H 1.97 0.93 3.16
H 2.51 -2.13 3.82
H 0.20 -2.34 3.82
C -0.29 2.48 -5.59
C -1.74 2.31 -6.05
C -2.64 2.65 -4.86
S -1.73 3.81 -3.85
O -1.43 3.18 -2.58
O -2.35 5.11 -3.94
C -0.25 3.81 -4.84
H 0.41 2.47 -6.43
H -0.02 1.67 -4.91
H -1.94 3.01 -6.87
H -1.93 1.30 -6.42
H -3.58 3.11 -5.18
H -2.85 1.76 -4.25
H 0.63 3.92 -4.20
H -0.31 4.65 -5.54
C 0.77 -2.68 -7.50
C 1.41 -3.24 -6.23
C 2.03 -2.07 -5.47
S 1.07 -0.63 -5.91
O 1.91 0.29 -6.65
O 0.30 -0.20 -4.75
C -0.02 -1.45 -7.05
H 0.12 -3.41 -7.99
H 1.55 -2.38 -8.21
H 0.64 -3.72 -5.61
H 2.16 -4.00 -6.47
H 1.99 -2.22 -4.39
H 3.06 -1.89 -5.78
H -0.27 -0.78 -7.88
H -0.92 -1.74 -6.51
C 3.13 3.47 -10.89
C 3.64 3.26 -9.46
C 2.61 2.38 -8.74
S 1.83 1.39 -10.00
O 0.43 1.77 -10.08
O 2.24 0.01 -9.84
C 2.69 2.10 -11.38
H 3.90 3.90 -11.53
H 2.27 4.16 -10.88
H 4.60 2.74 -9.49
H 3.78 4.21 -8.94
H 3.09 1.73 -8.01
H 1.84 2.99 -8.25
H 2.04 2.14 -12.25
H 3.56 1.46 -11.59
C -2.88 -5.73 3.55
C -2.23 -6.30 4.81
C -1.62 -5.12 5.57
S -2.58 -3.68 5.14
O -1.73 -2.77 4.40
O -3.35 -3.26 6.29
C -3.66 -4.51 3.99
H -3.52 -6.47 3.06
H -2.10 -5.44 2.84
H -3.00 -6.77 5.43
H -1.48 -7.06 4.58
H -1.66 -5.28 6.65
H -0.58 -4.95 5.26
H -3.92 -3.84 3.17
H -4.57 -4.80 4.54
C -0.26 -4.11 11.20
C -0.66 -3.11 10.11
C 0.34 -3.26 8.97
S 0.92 -4.95 9.02
O 2.33 -4.94 9.36
O 0.40 -5.67 7.88
C 0.00 -5.43 10.47
H -1.05 -4.23 11.95
H 0.65 -3.77 11.70
H -1.67 -3.35 9.75
H -0.68 -2.09 10.49
H -0.13 -3.07 8.00
H 1.20 -2.60 9.10
H 0.58 -6.13 11.07
H -0.93 -5.89 10.14
```

Calculated values
- Charge: +1

Löwdin population analysis, charges in e, atoms 1 to 6: -0.077 -0.217 -0.171 -0.348 -0.098 -0.197

***

Number 1: energy -75777.11186 eV. Number 2: energy -83741.40512 eV. Number 3: energy -73261.29538 eV. Number 4: energy -78607.32517 eV. Number 5: energy -56197.44378 eV. Number 6: energy -148373.08191 eV.